No. 1
Computed, not measured: a structure of composition C44H38AsCrI2N4O6PSSe, with ωB97M-V with the def2-TZVPD basis set.

* molecular weight: 1241.5 Da
* energy above the lowest of the compared OMol25 structures with the same formula, charge and spin: 2.100 eV
* DFT total energy: -9386.59649 a.u.
* charge: -2
* LUMO energy (alpha / beta): 3.75 / 3.75 eV
* HOMO-LUMO gap (alpha / beta): 3.356 / 5.706 eV
* 2S+1: 5
* E_HOMO (alpha / beta): 0.397 / -1.953 eV

The geometry in XYZ format:
```
99
C44H38AsCrI2N4O6PSSe (ωB97M-V with the def2-TZVPD basis set)
I 7.5272 -0.2679 -3.3177
I 5.1458 -0.9068 -2.1166
Se 3.1030 -1.4446 -1.0919
As 1.2253 3.8757 -2.9142
Cr 1.2758 -1.8983 -0.2970
S 1.6550 -4.1779 0.7777
P 0.8631 0.2880 0.1192
O -0.4809 -2.4357 0.4171
O 1.4424 -3.8907 -0.6557
O -5.9829 -3.9438 -2.4449
O -0.0501 -1.8711 -1.6748
O 2.8148 -5.0024 0.9996
O -4.5716 -3.0759 -4.0537
N 1.9310 -2.6927 1.4146
N 0.9867 -1.0631 2.8124
N 0.8502 -3.3606 3.3552
N -2.7963 -7.8811 2.1956
C -0.8871 -2.3857 -0.8120
C 3.6768 5.3036 -3.2930
C 1.6158 1.4520 1.3198
C 0.1316 7.4102 -0.7701
C -0.7822 -6.6836 2.8337
C -2.1754 -2.8465 -1.2100
C 2.9634 1.2730 1.6285
C 3.6739 4.0749 -1.2370
C -3.8957 -3.1047 -2.8390
C 5.5661 5.4393 -1.8202
C 1.2014 -2.3532 2.5437
C -1.7631 0.5225 1.1933
C -3.7434 0.4455 -0.1664
C -2.6089 -2.7334 -2.5756
C 0.7759 2.7302 -1.3770
C 4.9328 5.8092 -2.9986
C 2.8769 3.1295 3.1504
C -1.1330 5.3877 -2.1694
C -5.8959 -3.4814 -3.7728
C 1.5478 3.3368 2.8198
C -4.3503 -3.7369 -0.5342
C 0.2606 5.3959 -2.0999
C 0.5104 -0.7804 4.0277
C 0.2487 -5.8183 2.5240
C -1.2538 7.3869 -0.8420
C -1.6742 -6.4226 0.6189
C 0.2825 -5.2065 1.2762
C 0.8808 6.4218 -1.3926
C -2.9529 0.5574 -1.2984
C 3.0273 4.4396 -2.4120
C 0.9138 2.4999 1.9069
C 0.2551 -3.0573 4.4991
C 0.0989 -1.7515 4.9125
C 4.9368 4.5695 -0.9431
C -0.6454 -5.5471 0.3095
C -4.7477 -3.6113 -1.8631
C -1.5740 0.6076 -1.1855
C -3.1410 0.4269 1.0793
C -1.8851 6.3675 -1.5415
C -3.0681 -3.3355 -0.2181
C -1.7708 -6.9780 1.8890
C 3.5912 2.0999 2.5459
C 1.3712 1.3289 -1.3760
C -0.9448 0.6135 0.0650
H 2.4634 1.3752 -1.3206
H 1.1383 0.7828 -2.2936
H -3.6046 -7.7933 1.6004
H 5.4240 6.4814 -3.6917
H 5.4314 4.2668 -0.0289
H -6.1899 -4.2831 -4.4616
H -0.3130 -1.4969 5.8793
H -1.9452 -2.3529 -3.3388
H 6.5532 5.8204 -1.5905
H -3.7421 0.3068 1.9735
H -5.0240 -4.1284 0.2188
H -3.0429 -7.9168 3.1710
H -1.8385 8.1561 -0.3524
H -2.4051 -6.6815 -0.1376
H -1.6316 4.5929 -2.7156
H -0.5789 -5.1300 -0.6858
H -6.5795 -2.6252 -3.9089
H -0.8122 -7.1511 3.8122
H 3.2048 3.3998 -0.5303
H -2.7239 -3.3792 0.8068
H -3.4067 0.5507 -2.2807
H 0.6319 8.1991 -0.2209
H -4.8171 0.3434 -0.2618
H 4.6354 1.9432 2.7859
H 1.0799 3.2763 -0.4854
H 1.0256 -5.6044 3.2379
H 3.1796 5.5798 -4.2175
H 1.9613 6.4436 -1.3200
H -0.3140 2.6827 -1.3567
H 0.9957 4.1491 3.2787
H -0.1267 2.6620 1.6498
H -1.3196 0.5051 2.1732
H -0.9829 0.6250 -2.0900
H 0.4489 0.2758 4.2654
H -2.9667 6.3385 -1.5957
H 3.5257 0.4728 1.1548
H -0.0810 -3.9087 5.0834
H 3.3622 3.7752 3.8732
```

Here are the Mulliken charges for atoms 1 to 2, given in e: -0.635 -0.071


No. 2
Computed, not measured: a cluster of 2 separate species, C2H7N2PS in total, with ωB97M-V with the def2-TZVPD basis set.

* molecular weight: 122.1 Da
* energy above the lowest of the compared OMol25 structures with the same formula, charge and spin: 2.706 eV
* DFT total energy: -929.31803 a.u.
* charge: 0
* LUMO energy (alpha / beta): -0.62 / -1.13 eV
* HOMO-LUMO gap (alpha / beta): 7.115 / 6.118 eV
* 2S+1: 1
* E_HOMO (alpha / beta): -7.732 / -7.248 eV

The geometry in XYZ format:
```
13
C2H7N2PS (ωB97M-V with the def2-TZVPD basis set)
S -3.8420 1.1573 -0.1259
P -3.4281 -0.7439 -0.2381
N -0.8428 -0.7686 0.8732
N -0.4766 0.5259 0.9316
C 0.0650 -1.5587 0.1502
C 0.3921 1.1660 0.0831
H 1.2849 0.4810 0.1805
H -1.4264 0.9351 1.0334
H -0.2442 -2.5094 0.1694
H 0.0975 -1.2307 -0.9400
H 0.1334 1.1757 -1.0107
H 0.5997 2.1233 0.4394
H 1.0602 -1.3833 0.6010
```

Here are the natural (NBO) charges for atoms 1 to 2, given in e: -0.432 0.335